(1)
Here is a structure of composition C35H37F5OP2TeTi at a distorted geometry from OMol25. Energies are from wB97M-V/def2-TZVPD.

Geometry as XYZ:
```
82
C35H37F5OP2TeTi (wB97M-V/def2-TZVPD)
H -3.05 -0.03 5.65
C 3.27 2.43 -2.78
H -4.19 0.53 -1.95
H -1.65 -2.78 -2.05
C -1.16 0.91 0.30
C 1.10 -3.74 1.18
H 1.23 -1.81 3.39
C -3.10 -3.21 4.43
C -3.39 -2.13 5.27
C 2.19 2.54 -1.91
C 2.00 0.07 -1.97
Ti 1.64 -0.18 -0.04
C 1.43 -4.88 0.45
H -3.68 -0.10 -3.54
O 3.16 0.47 0.87
C -0.64 4.29 0.03
H 1.29 -0.80 -1.99
C 3.82 1.18 -3.10
H 1.88 3.53 -1.58
H -1.99 0.13 -4.88
F 4.11 2.89 1.98
C -2.68 -0.94 -1.88
P 0.41 1.74 0.22
H 4.74 1.13 -3.68
H 3.66 -0.99 -2.83
C 0.30 6.17 1.24
H -2.59 -2.01 -4.48
H 2.00 5.75 2.51
C 1.00 -1.05 2.63
H -1.92 -3.91 2.74
H -1.31 -5.05 -1.58
C -1.64 -1.79 -3.96
C -1.93 -0.71 3.95
C -2.82 -0.88 5.01
H 0.30 7.24 1.47
H 0.71 0.47 -3.78
C -2.21 -3.07 3.37
F 2.74 1.24 3.38
H 0.82 -6.26 -1.11
C -1.90 -1.83 -2.49
H -0.46 -0.65 -5.37
H -1.34 3.87 -0.69
C 1.52 1.39 -1.46
C 0.56 -5.36 -0.54
C -3.32 0.23 -2.55
H 0.94 -0.08 3.12
C -0.11 -3.07 0.94
H -4.05 -2.26 6.12
P -0.51 -1.52 1.79
C -1.66 -1.81 3.13
C 3.24 0.00 -2.66
H -2.37 -0.77 0.60
H 1.86 -1.09 1.89
H -1.36 6.31 -0.15
H -3.55 -4.18 4.61
C 1.25 3.98 1.55
C -0.99 -3.58 -0.02
F 4.41 -0.77 2.86
H 2.37 -5.40 0.66
C -0.64 -4.69 -0.79
F 5.28 1.40 3.91
H 1.80 -3.35 1.92
Te 4.30 1.03 2.34
H -0.93 -2.59 -4.23
C -1.36 -0.37 0.74
C -0.64 5.65 0.33
C 1.25 5.33 1.83
C -1.12 -0.43 -4.52
C 0.31 3.45 0.64
H -1.44 0.25 3.76
C -0.36 0.45 -3.57
F 5.83 1.00 1.22
H -2.72 2.26 -1.99
C -0.98 1.33 -2.78
H -0.43 2.12 -2.27
C -2.46 1.51 -2.75
H -1.94 -3.06 -0.19
H 3.72 3.32 -3.23
H -2.01 1.50 -0.05
H -3.09 -1.15 -0.89
H 1.99 3.31 1.97
H -2.76 1.95 -3.72
```

Calculated values
<S²>: 2.36
ΔE to the lowest compared entry with this formula, charge and spin in kcal per mole: 15.3
Spin multiplicity: 3
Charge: 0
Orbital gap (alpha / beta) in eV: 4.960 / 6.276

(2)
Here is a structure of composition C35H37F5OP2TeZn at a distorted geometry from OMol25. Energies are from wB97M-V/def2-TZVPD.

Geometry as XYZ:
```
82
C35H37F5OP2TeZn (wB97M-V/def2-TZVPD)
C 0.51 1.57 -0.02
H 3.65 0.32 0.67
H -0.72 4.05 1.94
C 3.51 -4.58 -2.66
C 6.53 2.78 -0.85
H 7.73 3.98 -2.21
H 0.12 -3.17 -3.17
F -6.29 3.60 -1.82
F -7.56 2.24 0.16
H -2.75 -1.38 -2.62
H -2.31 0.37 2.53
H 2.09 -2.98 0.68
C 4.34 2.11 -1.65
Te -5.82 2.15 -0.67
H 5.95 4.06 -3.96
H -3.41 0.91 5.32
C -0.03 3.53 1.28
H -1.55 -4.75 -2.22
H 2.53 -4.99 -2.40
C 5.78 3.50 -3.04
H 0.45 -4.55 1.61
H 6.64 -5.62 -3.53
H -1.33 1.79 1.08
C 6.77 3.47 -2.05
H -5.13 3.66 3.04
C 1.30 -3.37 0.04
H 3.82 2.80 -3.63
F -5.48 3.42 0.71
O -3.97 2.23 -0.99
H 5.14 -1.61 -2.99
Zn -2.53 0.92 -1.57
H 3.84 -2.15 -0.07
C -6.02 1.76 3.78
C 0.17 -3.48 -2.12
F -5.59 0.61 0.44
H -6.72 1.83 2.93
C -3.55 2.45 3.79
H -5.02 0.41 5.04
C 1.16 4.15 0.88
C -5.27 -0.72 3.31
C 4.56 -5.44 -2.96
C -0.37 2.26 0.82
H -3.73 -1.50 2.09
H 4.40 -6.53 -2.93
C 3.33 -0.06 -0.31
C -4.01 -0.78 2.86
H 0.27 0.57 -0.38
C 1.71 2.19 -0.43
H 2.95 3.97 -0.33
C -0.66 -4.75 -0.24
H 7.00 -3.15 -3.55
C 6.02 -3.56 -3.31
H -6.04 -1.48 3.07
H -1.38 -5.45 0.18
C -3.52 -0.69 -2.24
P 2.43 -1.91 -2.15
H -4.09 -1.13 -1.39
C 4.97 -2.69 -2.99
H -4.23 -0.43 -3.04
H -2.12 -0.73 3.85
H -1.93 1.50 4.58
P 2.77 1.15 -1.53
C 4.58 2.81 -2.85
H 5.17 1.57 0.27
C 5.82 -4.95 -3.29
C -4.84 2.68 3.50
H 7.29 2.77 -0.06
C -0.76 -4.36 -1.58
C -5.76 0.33 4.25
H -6.72 -0.01 4.68
H 1.42 5.14 1.24
C 3.71 -3.19 -2.63
C 0.37 -4.25 0.57
C -2.83 -0.02 3.39
C 1.23 -3.01 -1.31
F -6.31 0.96 -2.09
H -2.81 3.23 3.61
C 3.33 -1.37 -0.66
C 2.03 3.49 0.00
C 5.32 2.11 -0.65
H -6.57 2.23 4.61
C -2.97 1.19 4.36
```

Calculated values
Charge: 0
Orbital gap in eV: 6.336

(3)
Here is a cluster of 4 separate species, C35H38BClF8IO16 in total at a distorted geometry from OMol25. Energies are from wB97M-V/def2-TZVPD.

Geometry as XYZ:
```
100
C35H38BClF8IO16 (wB97M-V/def2-TZVPD)
C 7.36 -0.18 3.68
C 0.99 0.46 5.29
H 0.44 2.65 -0.86
H 2.41 1.70 1.03
H 2.66 -6.37 2.95
C -2.67 2.78 -1.37
H 6.89 1.15 2.01
H 1.38 -3.10 2.31
H -1.21 -1.44 -2.38
H 0.61 -0.41 6.02
F 2.28 1.08 -3.04
C 6.45 0.46 2.71
O 1.71 -1.89 0.01
H 1.79 3.30 1.93
H 0.14 0.81 1.80
C -8.58 -0.71 -4.32
C 0.32 2.60 0.30
H 2.58 -2.30 -1.95
F 4.15 1.15 -5.70
O 7.65 -1.77 5.53
C 1.93 -3.66 1.56
O 3.61 -6.75 1.01
C -7.28 -0.69 -4.59
O -1.11 1.74 6.22
O 3.36 -1.02 3.68
H 0.98 2.21 6.76
H -3.27 -0.40 1.69
I 3.03 4.04 -0.49
O -5.14 0.09 -3.96
H -0.80 -0.31 -4.40
C 1.83 2.27 -6.02
C -6.34 0.04 -3.72
C 1.88 2.74 0.90
F 3.19 -1.37 -4.95
B -1.82 0.84 0.43
Cl -1.64 4.17 -2.05
H -8.61 1.20 -1.38
C 0.31 1.85 5.84
H 0.54 0.17 4.22
H 1.67 2.69 -4.94
O -0.57 0.59 -2.42
C 4.57 -0.79 3.69
O -3.55 2.21 -2.24
O -6.00 1.38 -1.69
F 1.50 -1.17 -2.89
C 6.79 -1.16 4.64
C -0.14 0.48 -3.84
H 8.54 -1.39 5.33
H -0.27 3.49 0.78
C 2.13 -3.01 0.25
H -2.41 3.11 0.87
H -1.56 -0.37 2.47
O -2.89 1.40 2.77
C -6.89 0.72 -2.52
H 0.47 2.69 5.01
H -6.86 -1.20 -5.45
C -1.90 1.93 3.72
F 2.76 0.45 -7.53
C 2.41 -4.88 1.80
C -2.13 -0.42 -0.56
F 1.04 -1.15 -6.00
O -9.47 -1.39 -5.13
C 2.72 0.88 -6.08
O 2.22 -5.50 3.02
H -3.32 -0.56 -0.57
H 3.87 -5.56 -1.31
O 8.56 0.08 3.72
H 2.15 0.49 5.18
C 2.09 -0.38 -5.23
C 1.47 0.05 -3.78
H -0.30 1.55 -4.31
F 0.49 2.14 -6.68
C -8.20 0.70 -2.25
C -2.68 2.21 0.15
C -0.19 1.10 0.70
C 3.34 -5.00 -0.56
O -10.35 -0.03 -2.92
H -0.81 2.07 3.29
H -3.06 1.21 5.54
H -1.73 -1.43 -0.06
H -1.74 -0.05 5.04
C -1.93 1.11 5.18
O 4.29 0.76 1.80
C 3.16 -5.63 0.76
H -3.81 1.95 0.40
H -2.27 3.03 4.00
H 5.05 -2.15 5.34
O 3.02 -3.17 -2.03
H -2.54 -0.18 -2.82
H 3.41 0.39 2.00
H -10.36 -1.26 -4.72
C -9.14 0.00 -3.13
C -1.62 -0.36 -2.08
F 2.55 3.33 -6.80
C 5.15 0.17 2.71
C 2.86 -3.78 -0.80
H -5.12 1.25 -2.10
C -2.35 0.32 1.94
C 5.48 -1.44 4.64
H 0.40 0.34 -0.01
```

Calculated values
Charge: -1
Orbital gap in eV: 5.136

(4)
Here is a cluster of 2 separate species, C35H38BF3O3 in total at a distorted geometry from OMol25. Energies are from wB97M-V/def2-TZVPD.

Geometry as XYZ:
```
80
C35H38BF3O3 (wB97M-V/def2-TZVPD)
C 3.10 -1.17 -0.33
C -7.65 -0.04 1.23
H -2.20 6.80 7.91
H -9.27 1.67 -0.24
H 2.57 -1.30 -1.28
C 0.52 1.32 2.26
H -7.93 2.56 -0.97
H 0.58 -3.38 -0.29
H 1.33 1.38 1.52
C 2.43 -1.29 0.88
C 4.50 -0.82 2.07
B 0.80 -1.49 0.91
H 2.62 -1.18 3.04
C -5.63 0.26 2.59
C -4.73 -0.31 3.54
C -2.18 5.81 8.38
C 4.47 -0.87 -0.34
C 0.31 -3.10 0.74
F 7.32 -1.27 1.63
H -3.49 -1.42 5.59
F 7.19 -0.38 -0.38
H -2.01 -1.73 0.77
O 0.33 -1.07 2.19
H -1.74 1.96 0.26
H -8.26 0.89 -1.44
C -1.97 4.68 7.58
H -1.11 1.31 -1.30
C -4.19 1.82 4.78
C -2.07 -0.78 0.23
H -2.11 -0.26 7.32
H 0.99 1.22 3.25
H -6.98 -1.43 2.73
C -8.24 1.58 -0.60
H -2.23 -0.76 2.70
H -1.90 2.30 10.02
H -4.51 2.10 2.14
C -2.37 5.68 9.76
C -2.63 1.71 6.61
H -2.21 1.02 2.69
C -0.91 1.41 -0.22
C 6.63 -0.37 0.87
O -1.69 2.26 7.45
C -7.34 1.14 0.51
C -3.44 -0.33 5.63
C -0.39 0.12 1.99
H -8.55 -0.59 0.98
C -4.15 0.41 4.63
C -0.78 0.04 0.42
H -1.33 0.11 3.94
C 5.16 -0.70 0.85
H 5.03 -0.67 3.00
C -3.43 2.47 5.75
H -2.56 6.56 10.37
C -1.60 0.13 2.88
C -2.02 3.29 9.58
H -5.98 2.79 0.28
C -6.79 -0.48 2.22
H -0.05 2.26 2.25
O 0.29 -0.66 -0.16
C 3.12 -1.11 2.08
H -2.38 4.30 11.43
C -2.69 0.30 6.59
H -1.84 4.77 6.50
C -5.38 1.48 1.90
C -1.94 3.43 8.19
H 2.09 -3.79 1.78
H -3.46 3.56 5.84
H -4.63 -1.40 3.54
H 4.99 -0.76 -1.29
C -6.20 1.88 0.85
H -2.95 -0.22 0.58
H -2.20 -1.01 -0.83
H -0.78 -3.20 0.83
F 6.85 0.87 1.40
H 0.90 -5.05 1.42
H -4.80 2.43 4.11
C 1.01 -4.00 1.72
H 0.58 -3.87 2.71
H 0.02 1.98 -0.10
C -2.27 4.41 10.36
```

Calculated values
ΔE to the lowest compared entry with this formula, charge and spin in kcal per mole: 16.6
Charge: 0
Orbital gap in eV: 2.478

(5)
Here is a structure of composition C35H38Br2MgN6O3PS4 from OMol25. Energies are from wB97M-V/def2-TZVPD.

Geometry as XYZ:
```
90
C35H38Br2MgN6O3PS4 (wB97M-V/def2-TZVPD)
C -1.51 5.74 5.77
C 0.93 -3.55 -2.56
S -2.23 0.94 -1.05
C 2.99 0.32 -2.11
C 0.25 2.17 -3.56
C -0.22 0.42 5.00
H -1.19 2.27 3.28
N 4.42 -6.74 -4.30
H -1.06 -2.40 -5.05
H 3.46 -8.56 -4.26
H -1.22 6.18 6.72
Mg 0.35 0.55 -0.91
H 3.67 0.98 -4.72
H 2.61 -0.56 1.05
C 4.27 -5.43 -4.42
C 0.82 -2.43 -1.76
H -2.03 3.31 0.26
H 1.64 2.75 3.17
C 1.91 2.03 -5.23
C -2.25 -3.84 0.22
C 0.64 2.50 -4.84
Br 2.52 2.43 -6.98
C -2.72 5.08 5.66
C 1.90 -5.59 -4.62
H -5.95 1.42 2.87
H -4.91 -0.03 1.10
C 2.70 1.32 -4.39
C -2.24 4.60 3.35
C -0.67 5.85 4.67
H -0.32 0.20 6.06
O -2.99 0.36 1.78
H 5.18 -4.83 -4.38
N 0.10 -1.36 -2.08
Br 6.68 -1.54 -1.66
N -1.73 3.46 1.22
H -4.38 1.66 0.97
H 0.02 3.09 -5.49
H -4.05 -3.02 1.11
C -0.52 -2.45 -4.11
C 4.96 -0.83 -1.35
O -3.85 4.04 1.71
C 3.11 -0.46 0.09
C 3.32 -7.49 -4.35
C -3.01 -2.75 0.94
C -1.03 5.28 3.47
H -0.72 2.50 -3.20
C 2.23 1.03 -3.08
N 0.98 1.46 -2.70
H -2.70 -4.03 -0.75
H 4.76 -0.09 -3.32
C -2.69 4.01 2.06
C -0.49 2.93 1.52
H -2.56 -2.52 1.91
N 2.41 0.14 -0.87
H 1.53 -4.39 -2.25
S 0.74 2.96 0.38
S 0.29 -4.91 -4.90
C -4.93 1.05 2.97
H -4.34 1.82 3.47
H -1.21 -3.54 0.08
H -1.23 0.59 4.60
H 2.99 -3.73 -4.70
C 3.05 -4.80 -4.60
H -4.93 0.15 3.58
C 4.29 -0.19 -2.35
C -4.36 0.77 1.60
H 4.90 -1.45 0.74
H -4.05 4.03 4.33
H 0.27 6.39 4.76
C 0.70 1.62 4.77
H -2.28 -4.76 0.81
C 0.25 -3.55 -3.78
C 4.38 -0.97 -0.07
H 1.68 1.41 5.20
C 2.04 -6.96 -4.50
C -0.57 -1.38 -3.23
H 0.31 2.51 5.29
C 0.90 1.96 3.30
H -3.39 5.01 6.51
C -3.10 4.52 4.45
S -0.38 -0.73 1.23
H 1.25 1.08 2.75
P -2.19 -0.27 0.53
N -0.35 2.41 2.73
H -0.37 5.36 2.61
O -3.03 -1.56 0.12
H 1.18 -7.61 -4.51
H 1.35 -2.39 -0.81
H -1.15 -0.50 -3.47
H 0.17 -0.46 4.50
```

Calculated values
<S²>: 0.77
ΔE to the lowest compared entry with this formula, charge and spin in kcal per mole: 0.0
Spin multiplicity: 2
Charge: 0
Orbital gap (alpha / beta) in eV: 5.187 / 8.374

Number 1: M 806.1 u. Number 2: M 823.6 u. Number 3: M 1039.8 u. Number 4: M 574.5 u. Number 5: M 934.1 u.